{"formula": "C4H20NO10", "method": "wB97M-V/def2-TZVPD", "elements": ["C", "N", "C", "C", "C", "O", "O", "O", "H", "H", "H", "H", "H", "H", "H", "H", "O", "H", "H", "O", "H", "H", "O", "H", "H", "O", "H", "H", "O", "H", "H", "O", "H", "H", "O"], "positions_angstrom": [[3.205, 0.192, -0.972], [2.464, 0.749, -0.013], [0.848, 2.636, 0.582], [1.189, 1.458, -0.343], [0.084, 0.421, -0.031], [-0.284, 0.232, 1.147], [-0.414, -0.128, -1.060], [3.046, 0.427, -2.162], [3.992, -0.545, -0.669], [2.565, 0.665, 0.985], [-0.142, 3.082, 0.399], [1.578, 3.440, 0.456], [0.709, 2.251, 1.579], [1.137, 1.422, -1.426], [-1.296, 1.886, -3.810], [-2.109, 1.398, -2.638], [-2.048, 2.152, -3.262], [2.493, -3.224, -0.651], [1.424, -3.630, 0.497], [2.241, -3.865, 0.022], [0.245, -3.138, -1.012], [-0.136, -1.894, -0.221], [-0.075, -2.862, -0.150], [-2.804, -0.741, 1.754], [-2.915, 0.125, 0.447], [-3.431, -0.311, 1.154], [-0.418, 2.290, 2.890], [-1.403, 3.189, 2.417], [-0.896, 3.055, 3.242], [-0.734, -2.628, 3.288], [-0.471, -2.906, 1.872], [-0.817, -3.349, 2.664], [-3.764, -0.112, -1.360], [-2.107, -0.190, -1.226], [-2.922, 0.331, -1.426]], "forces_ev_per_angstrom": [[0.582, -0.388, -0.905], [-1.307, 1.546, 0.784], [0.446, 0.598, -1.439], [-0.791, -1.797, 0.733], [-0.850, -0.018, -0.047], [0.362, -0.138, -0.079], [0.236, -0.531, 0.247], [0.170, -0.282, 0.233], [-0.383, 0.560, 0.347], [0.594, -0.725, -0.112], [0.287, -0.328, -0.628], [0.024, -0.043, 0.543], [0.920, -0.045, 0.210], [0.211, 1.404, -0.032], [-0.165, 0.272, 0.056], [-0.479, 0.463, -0.068], [0.596, -0.475, -0.171], [-0.570, 0.185, 0.470], [0.374, 0.554, -0.776], [1.143, -1.064, 0.293], [-0.108, -0.083, -0.079], [-0.353, 0.214, -0.233], [-0.572, 0.355, 0.182], [0.033, 0.303, -0.445], [-0.128, -0.251, 0.678], [-0.055, -0.033, 0.185], [0.179, -0.281, 0.780], [-0.206, 0.486, 0.733], [-0.283, -0.333, -1.260], [-0.124, 0.052, 0.534], [-0.239, -0.519, -0.301], [0.293, 0.458, -0.230], [0.178, -0.621, 0.097], [-0.235, -0.286, -0.045], [0.221, 0.791, -0.253]], "lowdin_charge": [-0.379, 0.083, -0.037, -0.235, -0.638, -0.016, -0.066, -0.014, 0.132, 0.140, 0.094, 0.082, 0.033, 0.130, 0.024, -0.018, -0.099, 0.021, 0.006, -0.092, 0.058, 0.022, -0.070, 0.023, -0.008, -0.090, 0.001, 0.044, -0.078, 0.024, -0.006, -0.064, 0.057, 0.023, -0.085], "total_charge": -1, "e_tot_ha": -971.67350, "orbital_gap_ev": 9.27, "homo_ev": -6.2918, "e_above_lowest_kj_mol": 129.7, "lumo_energy_ev": 2.976}